## one
This record from the OMol25 dataset describes one molecule with the formula C6H9N3O4. The level of theory is wB97M-V/def2-TZVPD.

Geometry (Å):
C: -1.62928 1.09949 -0.92820
C: 2.68418 -0.46727 0.44151
C: 0.24673 0.42592 -1.80077
C: -0.94493 0.13867 0.13167
C: -0.94320 0.63099 1.66558
C: 1.23431 -0.95888 0.05941
N: -0.93217 1.18554 -1.96953
N: -1.89381 -1.07697 0.06378
N: 0.29907 -0.02493 -0.38642
O: 2.65831 0.83142 0.75104
O: 3.66417 -1.09433 0.46667
O: -1.51954 -1.87559 -0.75579
O: -2.80921 -1.16572 0.85744
H: -2.53330 1.56260 -0.81416
H: -0.04125 -0.39765 -2.57037
H: 1.21825 0.87978 -2.16670
H: -0.15077 0.01210 2.11724
H: -1.90622 0.33701 2.07476
H: -0.75607 1.81500 1.76187
H: 0.96897 -1.38261 1.10151
H: 1.34654 -1.77456 -0.54470
H: 1.73921 1.29997 0.44414

structure (SMILES): C[C@@]1([N+](=O)[O-])C=NCN1CC(=O)O
multiplicity: 1
HOMO-LUMO gap: 9.67 eV
E_LUMO: -0.0071 Ha



## two
This record from the OMol25 dataset describes a 2-piece molecular cluster, C6H9N3O4 overall. The level of theory is wB97M-V/def2-TZVPD.

Geometry (Å):
C: 1.68911 0.31348 1.51575
C: -1.14771 1.43142 0.46751
C: -1.07987 -0.33744 -1.43690
C: -1.02846 -1.09738 0.89655
C: 1.56192 0.05805 0.14751
C: -0.97109 0.08481 -0.04613
N: 1.68057 0.49036 2.64768
N: 1.60882 1.17000 -0.69282
N: 1.60726 -1.25540 -0.31798
O: 1.54879 2.22406 -0.07564
O: 1.77171 -2.17988 0.46226
O: 1.62095 1.04978 -1.89814
O: 1.28579 -1.47053 -1.52780
H: -2.09994 1.39583 0.83760
H: -0.64685 1.56229 1.43130
H: -0.87357 2.06042 -0.39054
H: -0.13045 -0.72323 -1.76208
H: -1.89573 -0.97264 -1.75171
H: -1.23395 0.59875 -2.07648
H: -0.09856 -1.77764 0.98240
H: -1.28693 -0.80818 2.00623
H: -1.88183 -1.81693 0.58144

multiplicity: 1
HOMO-LUMO gap: 8.33 eV
E_LUMO: -0.0667 Ha



Pick one: it beats the second-best structure by 118.6 kcal/mol.



## one
This record from the OMol25 dataset describes a 2-piece molecular cluster, C9H17N2O overall. The level of theory is wB97M-V/def2-TZVPD.

Geometry (Å):
C: 0.85698 -1.76190 1.87037
C: -0.96931 0.16855 0.01958
C: -0.01614 -4.25901 1.40866
C: -0.37614 -3.93236 2.84358
C: 0.26063 -2.93529 1.98107
C: -0.70168 2.23524 -2.67649
C: -0.00974 3.20584 -0.44883
C: 1.54786 1.64736 -1.69847
C: 0.09523 2.00950 -1.39051
N: -0.48312 0.87329 -0.76353
N: -1.54177 -0.69760 0.74726
O: 1.41940 -1.26804 0.72130
H: 0.91289 -1.04395 2.67891
H: 0.81857 -4.92256 1.23181
H: -0.81210 -4.37311 0.68546
H: -1.41920 -3.80824 3.09881
H: 0.20786 -4.37331 3.63840
H: -0.32538 3.12059 -3.18205
H: -0.59834 1.38612 -3.34956
H: -1.75643 2.38795 -2.45744
H: 0.52271 3.02161 0.48003
H: -1.04923 3.43202 -0.22538
H: 0.43249 4.07489 -0.92740
H: 2.09510 1.42882 -0.78511
H: 1.59333 0.77925 -2.35192
H: 2.02419 2.48155 -2.20308
H: 1.63123 -1.98932 0.11558
H: -2.54906 -0.74255 0.80629
H: -0.96190 -1.33939 1.32638

net charge: +1
multiplicity: 1
HOMO-LUMO gap: 9.95 eV
E_LUMO: -0.1033 Ha



## two
This record from the OMol25 dataset describes an isolated ion of composition C9H17N2O and charge +1. The level of theory is wB97M-V/def2-TZVPD.

Geometry (Å):
C: -2.45018 -1.14230 0.97220
C: -1.27102 -1.20913 1.58709
C: -2.88384 -0.21099 -0.02148
C: -0.04879 -0.40966 1.31839
C: -2.32529 0.96514 -0.16036
C: 0.42168 -0.05801 0.13792
C: -0.54918 -1.92669 -1.37922
C: 1.99706 1.61700 1.06074
C: 2.70734 0.25856 -0.76739
N: 0.09041 -0.67540 -1.04505
N: 1.56089 0.93870 -0.17588
O: -2.51653 1.85531 -1.19647
H: -3.11100 -1.97049 1.14453
H: -1.09082 -2.05905 2.32128
H: -3.34250 -0.77884 -0.76416
H: 0.48126 -0.20090 2.25172
H: -1.74144 1.38420 0.65247
H: 0.09984 -2.52932 -2.10127
H: -0.64835 -2.37480 -0.39929
H: -1.43663 -1.81177 -2.00467
H: 1.20308 1.81365 1.69017
H: 2.76680 1.04918 1.67372
H: 2.29968 2.57794 0.83603
H: 2.28915 -0.77197 -1.04536
H: 3.00120 0.84103 -1.58851
H: 3.48333 -0.10890 -0.10816
H: 0.07060 -0.03185 -1.83510
H: 1.20325 1.50449 -0.89975
H: -3.47739 1.90154 -1.51732

net charge: +1
structure (SMILES): CN\C(=C/C=C\C=C\O)[NH+](C)C
multiplicity: 1
HOMO-LUMO gap: 8.52 eV
E_LUMO: -0.1073 Ha



Pick one: it beats the second-best structure by 42.9 kcal/mol.



## one
This record from the OMol25 dataset describes a 10-piece molecular cluster, C20H60O10 overall. The level of theory is wB97M-V/def2-TZVPD.

Geometry (Å):
C: 15.23820 -15.15117 -6.17548
C: 16.60073 -15.24693 -6.74809
O: 17.21851 -13.93321 -6.66451
H: 14.61754 -16.01843 -6.40071
H: 14.58045 -14.34200 -6.49280
H: 15.21664 -14.99940 -5.09631
H: 16.53757 -15.53106 -7.79851
H: 17.16970 -16.04665 -6.27392
H: 17.28335 -13.65065 -5.74933
C: 11.33612 -11.91357 -0.74983
C: 10.93949 -11.31149 0.56522
O: 9.55948 -11.18167 0.64992
H: 11.27304 -12.99160 -0.60162
H: 12.41395 -11.81333 -0.87770
H: 10.81023 -11.51079 -1.61546
H: 11.34087 -10.29898 0.60805
H: 11.28544 -11.88633 1.42427
H: 9.37440 -10.74409 1.48411
C: 20.01793 -10.60382 -4.88011
C: 19.94421 -9.83956 -3.56964
O: 18.80178 -10.06113 -2.86549
H: 19.38897 -10.24133 -5.69320
H: 19.64008 -11.60354 -4.66588
H: 21.05232 -10.74445 -5.19374
H: 19.87436 -8.79544 -3.87464
H: 20.83019 -9.84483 -2.93473
H: 18.67155 -9.33456 -2.25170
C: 11.26975 -15.11530 -4.34942
C: 10.27447 -14.17675 -3.71345
O: 9.59143 -14.81074 -2.67072
H: 11.94880 -15.45245 -3.56627
H: 11.90036 -14.50771 -4.99847
H: 10.87529 -16.02347 -4.80519
H: 9.56811 -13.97211 -4.51798
H: 10.69205 -13.22306 -3.39065
H: 8.97896 -14.19595 -2.26022
C: 15.61580 -12.14967 -10.44762
C: 15.94918 -11.90591 -8.97794
O: 17.30410 -12.15245 -8.68589
H: 15.82454 -13.20302 -10.63462
H: 16.37390 -11.59245 -10.99798
H: 14.63136 -11.79621 -10.75428
H: 15.22173 -12.43278 -8.36043
H: 15.97327 -10.84661 -8.72219
H: 17.28210 -12.85799 -8.03525
C: 16.59408 -7.96409 -6.37308
C: 17.52645 -7.04891 -7.23314
O: 18.82488 -7.75527 -7.22388
H: 16.18426 -8.74511 -7.01352
H: 15.73716 -7.35546 -6.08438
H: 17.00303 -8.45511 -5.49004
H: 17.67063 -6.04717 -6.82838
H: 17.19029 -7.10927 -8.26825
H: 18.77158 -8.24651 -8.04695
C: 14.83115 -12.85234 0.68286
C: 14.15734 -14.27216 0.70310
O: 14.17314 -14.69010 2.05075
H: 14.84346 -12.39877 -0.30821
H: 15.84141 -12.94862 1.08060
H: 14.33259 -12.01321 1.16803
H: 14.53768 -15.06202 0.05536
H: 13.09489 -14.14348 0.49636
H: 13.44683 -15.27178 2.28684
C: 14.36762 -12.06145 -4.07506
C: 15.59353 -11.48494 -4.63655
O: 16.74800 -12.13822 -4.12202
H: 14.26485 -11.66597 -3.06455
H: 14.25091 -13.13737 -3.94518
H: 13.53902 -11.65684 -4.65628
H: 15.66453 -10.42062 -4.41232
H: 15.48591 -11.60386 -5.71468
H: 17.37766 -11.44225 -3.92013
C: 13.39913 -8.91403 -7.52760
C: 12.26221 -9.13167 -8.57018
O: 12.75663 -10.10582 -9.43924
H: 14.30462 -8.55344 -8.01561
H: 13.67797 -9.88589 -7.12036
H: 13.19135 -8.14006 -6.78874
H: 12.00801 -8.19024 -9.05720
H: 11.33472 -9.48134 -8.11676
H: 12.56804 -9.73949 -10.30633
C: 19.46704 -13.52394 -1.96405
C: 19.35104 -14.15634 -0.52307
O: 18.95480 -15.47077 -0.67283
H: 19.89409 -12.52112 -1.97298
H: 18.49356 -13.57665 -2.45154
H: 20.06321 -14.14435 -2.63321
H: 18.47600 -13.60924 -0.17225
H: 20.18331 -13.98915 0.16065
H: 18.85182 -15.96308 0.14486

structure (SMILES): CCO.CCO.CCO.CCO.CCO.CCO.CCO.CCO.CCO.CCO
multiplicity: 1
HOMO-LUMO gap: 9.72 eV
E_LUMO: 0.0171 Ha



## two
This record from the OMol25 dataset describes a 10-piece molecular cluster, C20H60O10 overall. The level of theory is wB97M-V/def2-TZVPD.

Geometry (Å):
C: 8.08382 10.04733 12.53851
C: 7.68727 10.64154 13.85881
C: 7.18818 9.56005 14.78583
O: 8.77293 11.42794 14.41838
H: 8.87138 9.31553 12.62429
H: 8.44580 10.85125 11.95062
H: 7.22591 9.58942 12.04428
H: 6.86482 11.37566 13.74810
H: 7.89689 8.77404 15.03879
H: 6.33986 9.05297 14.33616
H: 6.83115 10.00064 15.71501
H: 9.37660 10.90857 14.95281
C: 10.93182 14.37038 12.93569
C: 9.54959 14.95920 12.82676
C: 8.84808 14.42823 11.57085
O: 8.74338 14.74121 13.97299
H: 11.66514 14.84101 12.28696
H: 10.82765 13.30595 12.70106
H: 11.22549 14.48544 13.98534
H: 9.59263 16.07305 12.82531
H: 8.71915 13.32951 11.72876
H: 9.49545 14.50789 10.66925
H: 7.91229 14.90523 11.40572
H: 8.75368 13.79431 14.21092
C: 8.91124 5.79539 8.64231
C: 8.59045 7.23683 8.24902
C: 9.33644 8.18631 9.10764
O: 8.92513 7.44315 6.89359
H: 9.97666 5.63792 8.58349
H: 8.46767 5.09998 7.90726
H: 8.49926 5.76547 9.65745
H: 7.53698 7.38806 8.45073
H: 9.07015 9.22210 8.75699
H: 10.42131 8.08847 8.97726
H: 9.15275 8.09089 10.19580
H: 9.02369 8.40555 6.69433
C: 14.39984 13.28984 6.35026
O: 14.57640 14.73138 6.45295
H: 15.09944 12.85038 5.62932
H: 14.68697 12.84908 7.28322
H: 13.38463 12.99710 6.02982
H: 13.79942 15.13308 6.04294
C: 11.46791 11.69364 10.11848
O: 12.19553 12.44210 9.11865
H: 12.01570 11.59294 11.07489
H: 10.55008 12.26821 10.38434
H: 11.18021 10.66546 9.75620
H: 12.15941 13.38548 9.38565
C: 11.10752 15.15712 8.22155
O: 11.90173 15.28279 9.43562
H: 10.37208 14.33174 8.37469
H: 10.57260 16.08097 7.98519
H: 11.72486 14.85837 7.37154
H: 12.80431 15.47810 9.17847
C: 12.39466 8.33354 12.10369
C: 13.58523 9.25591 11.79932
O: 14.70343 8.80076 12.46878
H: 12.15031 8.49546 13.15066
H: 12.57260 7.25072 11.97209
H: 11.58297 8.63626 11.45202
H: 13.30480 10.24581 12.06704
H: 13.78895 9.24941 10.73107
H: 15.49627 9.30728 12.34493
C: 14.53124 12.83715 11.04704
C: 15.98860 13.16051 11.21527
O: 16.60867 12.19288 12.09232
H: 14.12307 12.64226 12.04928
H: 14.30787 11.94165 10.47512
H: 13.97397 13.65661 10.54779
H: 16.07649 14.13795 11.65497
H: 16.48603 13.21431 10.24672
H: 17.59290 12.25372 12.10452
C: 11.72160 10.32704 6.30320
C: 10.43691 11.12986 6.42527
O: 9.31158 10.20329 6.36840
H: 11.84529 9.89113 5.32518
H: 11.68596 9.46674 6.93150
H: 12.59078 10.92627 6.53777
H: 10.32383 11.78550 5.56528
H: 10.35164 11.68784 7.34581
H: 8.56835 10.76234 6.18644
C: 7.40377 12.22378 8.93243
C: 6.79638 11.50656 7.71095
O: 7.34005 12.03937 6.51557
H: 7.13272 11.77014 9.87267
H: 7.18889 13.30812 8.92436
H: 8.49789 12.10038 8.83300
H: 5.70283 11.51376 7.77385
H: 7.17523 10.47410 7.66984
H: 7.07456 12.94686 6.38676

structure (SMILES): CC(C)O.CC(C)O.CC(C)O.CCO.CCO.CCO.CCO.CO.CO.CO
multiplicity: 1
HOMO-LUMO gap: 9.88 eV
E_LUMO: 0.0099 Ha



Pick two: it beats the second-best structure by 46.8 kcal/mol.